# 1
The following is a quantum chemistry calculation of a 3-piece molecular cluster, C4H15NO2S overall in a non-equilibrium geometry, from the OMol25 dataset.

Results
relative energy (zero: lowest compared OMol25 entry of this formula, charge and spin): 227.3 kJ/mol
SMILES: NCCCCS.O.O
charge: 0
LUMO level: 0.58 eV

Structure (XYZ):
```
23
Properties=species:S:1:pos:R:3:forces:R:3
N 0.61850 1.26437 -1.96711 -0.1 0.2 0.4
C 1.59368 1.02795 -0.85578 0.2 -2.3 -1.6
C 1.04107 1.53306 0.44035 5.2 4.1 1.1
C -0.30469 1.22486 0.76219 -5.1 -2.9 0.3
C -0.36429 -0.36611 0.89840 -3.2 1.3 1.2
S 0.47547 -1.01313 2.29018 -0.3 -0.7 1.5
H 0.66330 2.27266 -2.19380 -0.4 -0.8 0.2
H -0.35970 1.03703 -1.63297 1.8 0.6 -0.7
H 1.74177 -0.15793 -0.81074 -0.1 2.4 0.0
H 2.60823 1.46589 -1.15009 -1.5 -0.5 0.6
H 1.84905 1.39595 1.30619 -2.0 -0.8 -1.3
H 1.21915 2.65637 0.47695 -0.6 -0.7 -0.7
H -1.22804 1.19909 -0.03606 2.6 1.3 1.3
H -0.71965 1.86150 1.61938 0.6 -1.5 -0.9
H -0.23254 -0.86497 -0.02611 0.8 -0.2 -0.9
H -1.46963 -0.66523 1.02841 1.5 0.5 0.4
H 1.70034 -1.25715 1.87892 0.6 0.1 -0.6
O -3.29878 0.07131 -1.15955 1.3 1.2 -0.2
H -2.66528 -0.01814 -1.89956 -0.6 -0.4 0.2
H -2.93076 0.89373 -0.75643 -0.8 -0.8 -0.1
O 0.14012 -2.40192 -1.85887 0.0 0.1 0.3
H 0.79667 -1.99157 -1.28927 0.0 -0.1 0.2
H 0.56467 -2.34145 -2.71160 0.0 0.0 -0.6
```
Positions in Å, forces in eV/Å.

***

# 2
The following is a quantum chemistry calculation of a 5-piece molecular cluster, C4H15NO2S overall in a non-equilibrium geometry, from the OMol25 dataset.

Results
relative energy (zero: lowest compared OMol25 entry of this formula, charge and spin): 775.7 kJ/mol
charge: 0
LUMO level: -5.16 eV

Structure (XYZ):
```
23
Properties=species:S:1:pos:R:3:forces:R:3
C -0.69868 1.54324 0.72194 -0.6 2.0 -1.4
N -2.09284 1.84781 0.86094 1.3 -1.5 1.4
C 0.84336 -2.21684 0.05044 -0.3 0.1 0.0
C -0.06736 -2.58208 -0.84961 0.3 0.6 0.1
S 2.23018 0.68034 1.48930 -0.8 0.5 0.2
C -0.35995 1.39505 -0.75131 0.2 -0.1 -0.2
H -0.10276 2.34143 1.15900 -0.1 -0.1 0.4
H -0.38517 0.58374 1.24568 0.5 -0.2 0.3
H -2.62879 0.99144 0.53911 -0.6 -0.7 -1.2
H 1.91017 -2.24581 -0.15501 -0.1 -0.4 0.2
H 0.52563 -1.81795 1.01538 0.1 0.1 -0.3
H 0.24705 -3.04663 -1.77262 0.0 0.1 -0.2
H -1.10674 -2.28186 -0.74201 0.0 -0.5 0.2
H 1.93298 -0.29117 2.33134 0.0 -0.5 0.4
H 0.69616 1.15022 -0.85769 0.1 -0.2 0.0
H -0.95200 0.58339 -1.18716 0.2 0.2 0.0
H -0.52663 2.33233 -1.29682 -0.2 -0.2 0.2
H -3.63519 -0.73921 -0.04122 0.4 0.1 0.0
H -2.31900 2.00017 1.84443 0.0 0.5 -0.1
O -2.69207 -0.49324 -0.05560 -0.2 0.5 0.6
H 2.68998 0.16078 -0.47233 0.3 -0.4 -0.8
H 3.69117 0.18686 -1.65754 0.1 0.0 0.0
O 2.80048 -0.08201 -1.41864 -0.1 0.1 0.2
```
Positions in Å, forces in eV/Å.

***

# 3
The following is a quantum chemistry calculation of a 3-piece molecular cluster, C4H15NO3 overall in a non-equilibrium geometry, from the OMol25 dataset.

Results
relative energy (zero: lowest compared OMol25 entry of this formula, charge and spin): 144.3 kJ/mol
charge: -1
2S+1: 2
LUMO level (alpha / beta): 2.82 / 2.76 eV

Structure (XYZ):
```
23
Properties=species:S:1:pos:R:3:forces:R:3
C -0.51552 -0.00786 -0.32812 0.6 -1.9 0.5
O -0.23775 0.27933 1.04308 -0.5 0.8 -0.2
C -1.79733 -0.85314 -0.60476 -0.5 1.0 0.0
C -2.49854 -1.35520 0.65592 0.9 -0.9 0.7
C -1.85288 -2.71268 1.03216 -0.3 0.2 0.3
N -2.31404 -3.84297 0.20359 -0.1 0.2 0.6
H -0.48331 0.76494 -1.10268 0.4 0.5 0.7
H 0.33779 -0.68291 -0.41128 0.0 0.1 -1.2
H -0.75226 1.00884 1.38610 -0.2 0.4 0.0
H -2.49395 -0.27657 -1.22162 0.0 0.1 0.1
H -1.46268 -1.66867 -1.25581 -0.2 -0.1 0.2
H -2.32096 -0.73540 1.53486 0.2 0.5 -0.3
H -3.59387 -1.40912 0.63049 0.2 -0.3 -0.5
H -1.99763 -2.91257 2.10181 -0.5 -0.4 -0.2
H -0.76419 -2.63771 1.01699 0.0 0.2 -0.6
H -2.43313 -3.53538 -0.75576 0.2 0.1 -0.1
H -3.25903 -4.02021 0.51689 -0.2 -0.3 0.0
H 4.31626 5.00536 -2.78834 0.0 0.2 0.0
H 4.53243 3.53239 -3.03374 0.0 -0.2 0.0
O 3.99260 4.13642 -2.49104 0.0 -0.1 0.0
H 3.51614 2.50809 0.14745 -0.1 0.1 0.3
H 4.13979 3.63051 0.88543 0.3 0.5 0.0
O 3.59613 2.86197 1.05347 -0.2 -0.5 -0.5
```
Positions in Å, forces in eV/Å.